[1]
Molecular formula: C86H196N12O13
Method: DFT, ωB97M-V with the def2-TZVPD basis set

ORCA input file:
```
! RIJCOSX wB97M-V def2-TZVPD def2/J DEFGRID3
* xyz 0 1
C -1.067 3.051 6.776
C -1.667 2.604 5.500
C -1.919 1.091 5.457
O -0.709 0.389 5.562
C -0.761 -0.710 6.365
N -2.835 3.282 5.070
H -1.734 3.148 7.625
H -0.643 4.051 6.592
H -0.268 2.458 7.072
H -0.972 2.794 4.657
H -2.476 0.837 4.581
H -2.570 0.934 6.291
H 0.199 -0.855 6.911
H -1.050 -1.661 5.901
H -1.536 -0.503 7.103
H -3.610 3.169 5.688
H -3.091 2.919 4.120
C 3.475 -0.815 3.340
C 2.432 -0.300 4.251
C 3.133 0.240 5.436
O 4.155 -0.574 6.046
C 3.505 -1.589 6.853
N 1.636 0.790 3.599
H 4.176 0.003 3.175
H 3.018 -0.924 2.329
H 3.954 -1.713 3.714
H 1.744 -1.121 4.532
H 2.545 0.628 6.271
H 3.744 1.068 5.114
H 4.317 -2.202 7.376
H 2.915 -2.288 6.245
H 2.792 -1.097 7.614
H 1.169 0.405 2.812
H 0.893 1.030 4.259
C -0.555 -5.168 -0.004
C -0.835 -5.448 -1.477
C -0.276 -4.347 -2.425
O -0.726 -3.060 -2.099
C -0.633 -2.297 -3.295
N -0.161 -6.722 -1.969
H 0.494 -4.912 0.194
H -1.030 -5.938 0.665
H -1.153 -4.317 0.268
H -1.939 -5.415 -1.685
H -0.534 -4.616 -3.507
H 0.861 -4.368 -2.368
H -0.666 -1.265 -3.083
H -1.457 -2.509 -3.970
H 0.369 -2.517 -3.786
H -0.604 -6.855 -2.834
H -0.474 -7.409 -1.285
C -4.965 -0.789 -4.604
C -4.545 -0.256 -3.225
C -4.039 1.162 -3.338
O -2.862 1.142 -4.125
C -2.287 2.360 -4.435
N -5.500 -0.284 -2.093
H -5.918 -0.306 -4.856
H -5.139 -1.820 -4.684
H -4.167 -0.540 -5.317
H -3.626 -0.900 -2.945
H -3.796 1.504 -2.289
H -4.762 1.869 -3.750
H -2.102 2.873 -3.491
H -2.936 3.047 -4.975
H -1.398 2.168 -4.970
H -6.281 0.378 -2.340
H -5.955 -1.231 -2.105
C 5.502 1.293 0.227
C 6.947 0.995 -0.177
C 7.686 0.352 0.989
O 8.964 -0.036 0.533
C 9.956 -0.115 1.512
N 6.816 -0.043 -1.251
H 5.140 0.626 0.969
H 4.855 1.286 -0.579
H 5.473 2.207 0.796
H 7.399 1.912 -0.541
H 7.090 -0.571 1.210
H 7.933 0.990 1.825
H 9.620 -0.838 2.325
H 10.173 0.844 1.993
H 10.946 -0.505 1.111
H 7.765 -0.384 -1.367
H 6.447 0.312 -2.074
C 1.619 1.934 -5.341
C 1.583 0.467 -5.678
C 0.159 -0.125 -5.722
C -0.564 0.323 -7.017
C 0.213 -0.167 -8.248
C 1.601 0.459 -8.250
N 2.224 0.077 -6.932
O 3.495 0.752 -6.927
C 2.380 -0.193 -9.350
C 1.578 1.942 -8.535
C 2.338 -0.203 -4.490
H 0.765 2.518 -5.758
H 2.530 2.429 -5.747
H 1.545 2.111 -4.259
H 0.340 -1.206 -5.756
H -0.494 0.206 -4.908
H -0.672 1.463 -6.999
H -1.516 -0.234 -7.051
H -0.383 0.003 -9.117
H 0.310 -1.245 -8.140
H 2.717 -1.222 -9.163
H 1.823 -0.122 -10.274
H 3.268 0.323 -9.631
H 1.233 2.122 -9.548
H 0.995 2.376 -7.779
H 2.474 2.400 -8.471
H 2.501 -1.247 -4.728
H 1.846 -0.078 -3.543
H 3.329 0.250 -4.433
H 4.083 -0.056 -6.934
C -4.725 2.921 -0.729
C -5.570 3.824 0.262
C -4.830 3.874 1.615
C -3.728 4.915 1.745
C -4.204 6.309 1.311
C -4.743 6.216 -0.050
N -5.870 5.217 -0.124
O -6.369 5.314 -1.463
C -5.317 7.643 -0.327
C -3.624 6.031 -1.145
C -6.979 3.157 0.504
H -3.696 3.252 -0.767
H -5.122 2.930 -1.716
H -4.812 1.876 -0.483
H -5.559 4.033 2.404
H -4.408 2.880 1.750
H -2.859 4.683 1.146
H -3.422 4.830 2.796
H -3.486 7.099 1.422
H -5.070 6.525 1.965
H -5.146 7.997 -1.342
H -6.345 7.629 -0.059
H -4.820 8.404 0.229
H -3.960 6.006 -2.172
H -2.849 6.809 -1.067
H -2.995 5.107 -1.017
H -7.557 3.703 1.233
H -6.832 2.104 0.804
H -7.543 3.062 -0.390
H -5.763 4.868 -2.055
C -5.305 -3.839 1.400
C -5.944 -3.586 0.079
C -6.972 -4.638 -0.348
C -8.244 -4.704 0.458
C -8.900 -3.301 0.378
C -8.015 -2.100 0.671
N -6.672 -2.300 0.065
O -5.881 -1.270 0.588
C -8.665 -0.879 -0.116
C -7.853 -1.823 2.137
C -4.844 -3.554 -0.960
H -4.734 -2.996 1.926
H -4.603 -4.642 1.464
H -6.084 -4.104 2.157
H -7.372 -4.179 -1.295
H -6.536 -5.641 -0.466
H -8.049 -5.039 1.490
H -8.871 -5.411 -0.065
H -9.736 -3.272 1.090
H -9.279 -3.246 -0.651
H -8.769 -1.171 -1.137
H -9.579 -0.437 0.297
H -7.916 -0.117 -0.058
H -7.234 -2.618 2.565
H -7.482 -0.821 2.313
H -8.789 -1.790 2.720
H -4.245 -2.633 -0.933
H -5.336 -3.581 -1.941
H -4.189 -4.418 -0.855
H -5.488 -0.741 -0.222
C 0.937 8.199 -3.923
C -0.268 7.436 -3.435
C -0.372 6.134 -4.150
C 0.593 5.051 -3.800
C 0.616 4.818 -2.276
C 0.750 6.085 -1.446
N -0.281 7.122 -1.973
O -0.104 8.264 -1.200
C 0.371 5.886 0.051
C 2.224 6.498 -1.479
C -1.615 8.241 -3.666
H 1.744 7.540 -4.060
H 1.130 8.985 -3.218
H 0.710 8.628 -4.949
H -1.355 5.709 -3.999
H -0.327 6.412 -5.180
H 1.662 5.165 -4.287
H 0.220 4.171 -4.292
H 1.390 4.104 -2.078
H -0.306 4.278 -1.872
H -0.723 5.594 0.116
H 1.068 5.107 0.476
H 0.462 6.823 0.576
H 2.750 5.742 -0.940
H 2.689 6.714 -2.428
H 2.414 7.384 -0.824
H -1.737 9.230 -3.234
H -2.412 7.575 -3.234
H -1.710 8.402 -4.716
H 0.801 8.531 -1.426
C -0.080 0.886 -1.480
C 0.436 0.908 -0.013
C -0.206 2.037 0.760
C -1.708 1.883 1.088
C -1.725 0.714 1.978
C -1.177 -0.586 1.299
N 0.202 -0.324 0.636
O 0.729 -1.409 -0.027
C -0.926 -1.729 2.319
C -2.151 -1.153 0.329
C 1.894 1.171 -0.082
H -1.174 0.733 -1.663
H 0.447 0.072 -1.971
H 0.165 1.777 -2.052
H 0.404 2.148 1.628
H 0.058 2.900 0.166
H -2.258 1.716 0.186
H -2.139 2.797 1.607
H -2.728 0.484 2.419
H -1.089 0.931 2.810
H -0.299 -1.297 3.121
H -1.855 -2.071 2.774
H -0.310 -2.515 1.895
H -3.085 -1.512 0.778
H -2.488 -0.389 -0.426
H -1.815 -1.875 -0.460
H 2.528 0.411 -0.615
H 2.287 1.201 0.967
H 2.074 2.127 -0.573
H -0.003 -1.673 -0.670
C 2.481 -7.148 7.327
C 2.726 -6.437 5.948
C 2.809 -7.610 4.886
C 2.802 -7.038 3.453
C 1.533 -6.247 3.207
C 1.319 -5.066 4.223
N 1.484 -5.623 5.634
O 1.422 -4.530 6.552
C 2.177 -3.937 3.926
C -0.189 -4.571 4.150
C 4.074 -5.655 5.955
H 1.501 -7.472 7.337
H 2.735 -6.498 8.137
H 3.175 -7.971 7.372
H 3.708 -8.205 4.949
H 1.958 -8.283 4.972
H 2.891 -7.812 2.699
H 3.678 -6.411 3.301
H 0.654 -6.887 3.247
H 1.459 -5.854 2.157
H 2.090 -3.228 4.741
H 3.230 -4.208 3.919
H 1.822 -3.340 3.126
H -0.458 -4.360 3.063
H -0.838 -5.386 4.511
H -0.280 -3.656 4.721
H 4.882 -6.260 6.347
H 4.035 -4.705 6.518
H 4.517 -5.392 4.959
H 0.939 -5.027 7.257
C 5.717 -5.407 -3.510
C 5.386 -4.213 -2.572
C 4.000 -3.704 -2.975
C 3.341 -2.843 -1.941
C 3.303 -3.547 -0.639
C 4.614 -4.063 -0.106
N 5.325 -4.733 -1.181
O 6.547 -5.193 -0.786
C 5.401 -2.782 0.423
C 4.348 -5.113 1.012
C 6.484 -3.049 -2.764
H 5.554 -4.987 -4.516
H 4.939 -6.203 -3.349
H 6.695 -5.795 -3.370
H 3.958 -3.229 -4.005
H 3.447 -4.627 -3.029
H 2.304 -2.571 -2.166
H 3.755 -1.759 -1.929
H 2.662 -4.359 -0.777
H 2.739 -2.954 0.126
H 5.636 -2.059 -0.331
H 4.874 -2.270 1.239
H 6.341 -3.152 0.856
H 3.535 -5.785 0.666
H 5.207 -5.728 1.177
H 3.867 -4.619 1.881
H 6.716 -2.813 -3.786
H 7.479 -3.212 -2.362
H 6.103 -2.163 -2.269
H 7.112 -4.361 -0.629
C 4.439 4.256 4.486
C 3.140 3.528 4.126
C 1.892 4.463 4.096
O 3.269 2.823 2.887
H 5.227 3.545 4.684
H 4.221 4.945 5.319
H 4.625 4.893 3.610
H 2.990 2.690 4.885
H 1.049 3.941 3.622
H 2.131 5.434 3.549
H 1.752 4.868 5.104
H 2.678 2.033 2.954
*
```

Its molar mass is 1606.59 g mol⁻¹. The value obtained for the frontier orbital gap is 8.283 eV. As for the largest force on an atom: 3.799 eV/Å.

=====

[2]
Molecular formula: C8H16BCl2FN2O10PS
Method: DFT, ωB97M-V with the def2-TZVPD basis set

ORCA input file:
```
! RIJCOSX wB97M-V def2-TZVPD def2/J DEFGRID3
* xyz -1 1
C -0.686 1.951 -3.903
C 0.319 1.801 -2.774
O 1.513 1.851 -3.009
N -0.246 1.532 -1.523
C -1.085 2.630 -1.004
C 0.686 1.031 -0.495
P 1.456 -0.553 -1.145
O 1.594 -1.600 -0.131
O 2.886 -0.204 -1.779
O 0.511 -1.081 -2.363
O 1.645 1.919 -0.071
B 1.626 1.903 1.430
S 3.361 2.201 2.223
O 4.163 2.934 1.280
O 3.996 1.052 2.805
F 3.081 3.234 3.410
O 0.993 0.646 1.744
C -0.073 0.698 0.829
C -0.974 -0.526 0.886
O -2.359 -0.119 0.973
N -2.718 0.132 2.297
O -3.366 1.098 2.376
H -1.075 0.971 -4.161
H -1.486 2.637 -3.660
H -0.155 2.361 -4.755
H -1.428 3.283 -1.796
H -0.535 3.223 -0.279
H -1.957 2.214 -0.507
H 2.806 0.097 -2.688
H 0.984 -1.111 -3.196
H 0.993 2.915 1.735
H -0.677 1.542 1.171
H -0.731 -1.089 1.782
H -0.892 -1.192 0.038
Cl 0.150 -4.158 0.689
C -0.833 -5.129 1.808
C -2.281 -4.711 1.796
Cl -2.500 -3.085 2.486
H -0.404 -5.025 2.801
H -0.750 -6.170 1.498
H -2.871 -5.401 2.398
H -2.681 -4.700 0.785
*
```

Its molar mass is 463.98 g mol⁻¹. The value obtained for the frontier orbital gap is 8.299 eV. As for the largest force on an atom: 2.177 eV/Å.

=====

[3]
Molecular formula: C15H14N4O3S
Method: DFT, ωB97M-V with the def2-TZVPD basis set

ORCA input file:
```
! RIJCOSX wB97M-V def2-TZVPD def2/J DEFGRID3
* xyz 0 1
N -3.895 -2.818 0.168
C -4.748 -1.806 -0.053
O -5.771 -1.897 -0.692
C -4.326 -0.501 0.622
S -3.101 0.425 -0.358
C -1.646 -0.406 0.091
N -1.556 -1.482 0.831
N -0.259 -1.811 0.912
C 0.440 -0.937 0.238
C 1.883 -1.008 0.089
C 2.701 0.121 0.064
C 4.067 -0.010 -0.068
C 4.646 -1.272 -0.171
O 5.993 -1.352 -0.308
C 3.835 -2.402 -0.122
C 2.469 -2.270 0.011
N -0.407 -0.005 -0.320
C -0.139 1.104 -1.208
C -0.239 2.418 -0.503
C -1.252 3.330 -0.446
C -0.798 4.372 0.399
C 0.453 4.015 0.794
O 0.801 2.835 0.255
H -4.079 -3.705 -0.271
H -2.992 -2.645 0.609
H -5.188 0.163 0.689
H -3.889 -0.678 1.602
H 2.280 1.106 0.187
H 4.709 0.857 -0.085
H 6.268 -2.276 -0.348
H 4.281 -3.386 -0.186
H 1.836 -3.142 0.057
H 0.861 0.965 -1.628
H -0.883 1.083 -2.011
H -2.198 3.263 -0.941
H -1.332 5.258 0.671
H 1.172 4.492 1.430
*
```

Its molar mass is 330.37 g mol⁻¹. The value obtained for the frontier orbital gap is 8.811 eV. The structure (SMILES) is NC(=O)CSc1nnc(-c2ccc(O)cc2)n1Cc1ccco1. As for the largest force on an atom: 1.189 eV/Å. The value obtained for the energy relative to the best compared isomer or geometry (same formula, charge and spin) is 24.2 kcal per mole.